(1)
The following is a DFT calculation (the ωB97M-V functional and the def2-TZVPD basis) of a structure of composition C42H40As2BaF2N2O3S3.

Values from the calculation:
lowest unoccupied orbital energy	0.360	eV
energy relative to the best compared isomer or geometry (same formula, charge and spin)	10.1	kJ/mol
E_tot	-213637.182	eV
orbital gap	7.370	eV

```
95
Properties=species:S:1:pos:R:3:lowdin_charge:R:1
Ba 1.1834 0.0196 -0.6933 1.6696
C -0.5809 -2.0983 4.5336 -0.0442
O -0.2738 -0.9429 3.7514 -0.0144
C 0.5361 -1.0479 2.6932 -0.5823
O 0.8578 -0.0390 2.0935 -0.1055
N 0.9809 -2.2962 2.3785 0.0265
N 1.7199 -2.4098 1.1890 0.0105
H -1.1235 -1.7304 5.3990 0.0999
H 0.3291 -2.6013 4.8619 0.0998
H -1.2250 -2.7825 3.9774 0.0788
H 0.3728 -3.0700 2.6060 0.1349
H 1.0741 -2.6885 0.4414 0.0231
H 2.4689 -3.0728 1.3313 0.0979
C -0.4790 4.5319 -1.5089 -0.4394
C -0.9195 4.4512 -0.0461 -0.4391
As -0.0638 2.9853 0.9547 1.2305
C -0.7987 3.3374 2.7183 -0.3780
C -0.5687 4.5269 3.4021 -0.1009
C -1.1324 4.7344 4.6516 -0.0846
C -1.9278 3.7516 5.2272 -0.0890
C -2.1521 2.5597 4.5546 -0.0835
C -1.5859 2.3516 3.3041 -0.1144
C 1.7437 3.6868 1.1623 -0.3881
C 2.7028 2.8040 1.6599 -0.1226
C 4.0244 3.2013 1.7984 -0.0737
C 4.4042 4.4859 1.4367 -0.0834
C 3.4571 5.3719 0.9444 -0.0805
C 2.1337 4.9743 0.8073 -0.1145
As -0.4978 2.7530 -2.3705 1.2309
C -0.4492 3.2150 -4.2602 -0.3989
C -0.6006 4.5025 -4.7666 -0.1156
C -0.5664 4.7272 -6.1371 -0.0855
C -0.3799 3.6688 -7.0133 -0.0867
C -0.2098 2.3841 -6.5162 -0.0763
C -0.2342 2.1621 -5.1481 -0.1200
C -2.4124 2.4547 -2.1262 -0.4013
C -2.8299 1.6052 -1.1081 -0.1563
C -4.1784 1.4441 -0.8246 -0.0801
C -5.1253 2.1299 -1.5700 -0.0835
C -4.7196 2.9674 -2.6010 -0.0788
C -3.3701 3.1319 -2.8761 -0.0952
H 0.5366 4.9219 -1.5991 0.0581
H -1.1500 5.1954 -2.0548 0.0588
H -1.9883 4.2337 0.0110 0.0655
H -0.7615 5.4010 0.4689 0.0632
H 0.0648 5.2904 2.9638 0.0984
H -0.9483 5.6608 5.1806 0.1025
H -2.3654 3.9145 6.2038 0.1015
H -2.7618 1.7875 5.0070 0.1009
H -1.7368 1.4089 2.7909 0.0796
H 2.4078 1.8033 1.9609 0.0742
H 4.7577 2.5042 2.1826 0.1071
H 5.4366 4.7952 1.5348 0.1033
H 3.7493 6.3755 0.6624 0.1036
H 1.4098 5.6818 0.4221 0.0871
H -0.7461 5.3443 -4.1035 0.0873
H -0.6853 5.7334 -6.5186 0.1026
H -0.3554 3.8456 -8.0807 0.1025
H -0.0431 1.5558 -7.1926 0.1069
H -0.0608 1.1620 -4.7636 0.0776
H -2.0954 1.0508 -0.5346 0.0556
H -4.4833 0.7679 -0.0352 0.1054
H -6.1792 2.0037 -1.3566 0.1034
H -5.4573 3.4956 -3.1923 0.1026
H -3.0614 3.7853 -3.6844 0.0970
F 3.9213 -1.4528 -2.3816 -0.1678
C 3.4914 -0.1241 -2.2279 -0.4191
F 2.2981 -0.0794 -3.1455 -0.3656
H 4.2126 0.4548 -2.8190 0.0268
O -0.3241 -1.9374 -0.5401 -0.5268
C -1.5212 -2.5594 -0.7900 -0.6351
C -2.3525 -2.5680 0.5012 -0.4460
C -2.6033 -1.4728 1.2756 -0.1327
C -3.3876 -1.7604 2.4240 -0.1943
C -3.7026 -3.0827 2.5152 -0.4261
S -3.0584 -3.9721 1.2011 1.0456
C -2.2910 -1.7881 -1.8577 -0.4788
C -3.6242 -1.6492 -2.0789 -0.1320
C -3.9122 -0.8930 -3.2544 -0.1745
C -2.7890 -0.4585 -3.8820 -0.3931
S -1.3714 -1.0133 -3.0859 1.0227
C -1.2959 -3.9829 -1.3105 -0.4815
C -0.1110 -4.6500 -1.3568 -0.1121
C -0.2211 -5.9538 -1.9181 -0.1795
C -1.4906 -6.2457 -2.3029 -0.4135
S -2.5592 -4.9462 -1.9824 1.0286
H -2.2245 -0.4909 1.0275 0.0994
H -3.6984 -1.0201 3.1489 0.1036
H -4.2878 -3.5759 3.2750 0.0629
H -4.3760 -2.0618 -1.4189 0.1212
H -4.9106 -0.6558 -3.5928 0.1054
H -2.7194 0.1599 -4.7629 0.0676
H 0.8202 -4.2031 -1.0451 0.1017
H 0.6121 -6.6291 -2.0486 0.1002
H -1.8547 -7.1486 -2.7657 0.0620
```


(2)
The following is a DFT calculation (the ωB97M-V functional and the def2-TZVPD basis) of a cluster of 3 separate species, C13H26N5O4S2 in total in a non-equilibrium geometry.

Values from the calculation:
lowest unoccupied orbital energy	-2.769	eV
E_tot	-51206.674	eV
total charge	+1
orbital gap	9.450	eV

```
50
Properties=species:S:1:pos:R:3:lowdin_charge:R:1
C -2.8008 -0.4574 1.2649 0.0114
C -1.6727 -0.5488 0.2913 -0.2981
C -0.2978 -0.7413 0.8024 0.0015
N -1.9262 -0.4841 -0.9730 0.2131
C -1.4384 0.3482 -1.8530 -0.3616
N -1.3550 0.1469 -3.1851 0.2062
C -0.8269 1.2446 -3.6864 -0.4119
N -0.5524 1.4365 -4.9887 0.1868
N -0.5703 2.1615 -2.7315 0.1281
N -0.9833 1.5884 -1.5490 0.1491
H -3.5914 0.1424 0.8210 0.0943
H -2.4422 0.0203 2.1738 0.0929
H -3.1877 -1.4497 1.5040 0.1069
H -0.1558 -1.8090 1.0008 0.0592
H -0.1742 -0.2302 1.7574 0.0999
H 0.4739 -0.4118 0.1096 0.0979
H -0.3500 0.6232 -5.5434 0.1211
H -0.5424 2.3476 -5.4079 0.1149
H -0.1593 3.0748 -2.7995 0.1492
H -0.9361 2.0661 -0.6599 0.1508
C -0.0657 -7.0068 0.8178 -0.2146
C 1.4675 -6.9717 0.7589 -0.2066
C 1.8796 -5.5341 0.4168 -0.2124
S 0.5736 -4.4782 1.0577 0.6676
O -0.0850 -3.8167 -0.0484 -0.3374
O 1.0566 -3.6884 2.1642 -0.3248
C -0.4800 -5.7969 1.6495 -0.2259
H -0.4343 -7.9319 1.2567 0.1192
H -0.4793 -6.9242 -0.1892 0.1212
H 1.8775 -7.2516 1.7306 0.1197
H 1.8596 -7.6723 0.0243 0.1175
H 2.8160 -5.2399 0.8840 0.1052
H 1.9316 -5.3671 -0.6573 0.1063
H -1.5195 -5.5050 1.5202 0.1087
H -0.2571 -5.9390 2.7067 0.1117
C 1.4994 5.8047 -0.4273 -0.2070
C 1.9687 5.9705 1.0276 -0.1983
C 0.7482 5.7595 1.9405 -0.2036
S -0.3527 4.6559 1.0486 0.6532
O -1.5725 5.3385 0.7148 -0.3004
O -0.3930 3.3480 1.6639 -0.3396
C 0.6487 4.5413 -0.4256 -0.2631
H 2.3327 5.7311 -1.1234 0.1192
H 0.8900 6.6614 -0.7212 0.1250
H 2.7292 5.2211 1.2527 0.1202
H 2.4128 6.9489 1.1968 0.1203
H 1.0076 5.2937 2.8878 0.1080
H 0.1996 6.6819 2.1199 0.1111
H -0.0332 4.4547 -1.2703 0.0786
H 1.2625 3.6442 -0.3251 0.1096
```


Q: Which value of orbital gap does entry 1 give?
A: 7.370 eV